# 1
The following is a DFT calculation (wB97M-V/def2-TZVPD) of a structure of composition C5As2CrF27NO13S5 in a non-equilibrium geometry.

The HOMO energy (alpha / beta) is -2.764 / -2.776 eV. The expectation value of S² is 3.76. For the energy above the lowest of the compared OMol25 structures with the same formula, charge and spin, the calculation gives 0.000 eV. For the total energy, the calculation gives -310950.8128 eV.

```
! RIJCOSX wB97M-V def2-TZVPD def2/J DEFGRID3
* xyz -3 4
Cr 0.08752 -0.14745 -0.10427
As -3.37429 -0.07346 -1.79096
F -1.74673 -0.04758 -0.91583
F -2.63149 -1.19303 -2.87677
F -4.88068 -0.09002 -2.64037
F -4.02938 1.00365 -0.63160
F -2.77117 1.22647 -2.73157
F -3.81236 -1.43475 -0.83678
As 1.07472 3.50398 -0.60692
F 2.65294 3.11169 -0.03165
F 1.55016 3.07940 -2.20060
F -0.51512 3.81350 -1.19050
F 0.55411 3.78818 1.00531
F 1.51390 5.16320 -0.85286
F 0.64253 1.74248 -0.34475
C -3.24673 0.45621 2.27326
F -4.27147 1.33805 2.28823
F -3.22680 -0.11913 3.46298
F -3.46034 -0.40361 1.31081
S -1.71364 1.50081 1.98356
O -1.87553 2.08523 0.69751
O -1.56987 2.34994 3.11486
N -0.45186 0.36211 1.76491
S 0.20585 -0.08112 3.21245
O -0.64992 0.02043 4.35714
O 0.84702 -1.34174 3.03803
C 1.63880 1.12353 3.50488
F 1.15329 2.32537 3.81141
F 2.39471 0.65129 4.48014
F 2.32817 1.24626 2.39422
C -2.04897 -3.98431 0.79224
F -2.53481 -3.31792 1.85235
F -2.02292 -5.28114 1.12846
F -2.86023 -3.81443 -0.23505
S -0.28559 -3.46048 0.43961
O 0.08394 -4.28334 -0.68154
O -0.37844 -2.01800 0.13006
O 0.42663 -3.80413 1.63576
C 0.26516 0.53459 -4.44984
F 1.06677 0.84874 -5.47367
F -0.12300 1.64727 -3.85588
F -0.78226 -0.11619 -4.91639
S 1.25479 -0.55854 -3.27969
O 2.56844 0.02824 -3.25947
O 0.55676 -0.49260 -1.98246
O 1.19043 -1.83081 -3.94749
C 4.52809 -0.01832 -0.08714
F 5.73777 -0.58277 -0.08520
F 4.46515 0.96243 0.80949
F 4.34310 0.52599 -1.27906
S 3.24436 -1.30852 0.37613
O 1.93025 -0.61688 0.36493
O 3.25913 -2.33562 -0.62591
O 3.69908 -1.68318 1.68550
*
```

Here are the Löwdin charges for atoms 1 to 8, given in e:
1. Cr 0.984
2. As 0.769
3. F -0.311
4. F -0.220
5. F -0.254
6. F -0.212
7. F -0.211
8. F -0.223

---

# 2
The following is a DFT calculation (wB97M-V/def2-TZVPD) of the molecule C5ClF5N2 in a non-equilibrium geometry.

The HOMO energy is -11.013 eV. For the energy above the lowest of the compared OMol25 structures with the same formula, charge and spin, the calculation gives 0.956 eV. Its SMILES is Fc1nc(F)c(Cl)c(C(F)(F)F)n1. For the total energy, the calculation gives -34273.9949 eV.

```
! RIJCOSX wB97M-V def2-TZVPD def2/J DEFGRID3
* xyz 0 1
F 1.14481 -2.18518 2.51040
F 3.58747 0.92580 0.28112
F -1.11222 1.09848 -1.53100
F -1.47740 2.51799 0.28843
F -2.35606 0.43787 0.26683
Cl 1.66162 2.61334 -0.82127
N 2.19186 -0.41646 1.59359
N -0.09113 -0.49290 1.33164
C 1.04525 -0.97048 1.80408
C 2.29654 0.46091 0.62926
C 0.00622 0.54748 0.46629
C 1.28305 1.18027 0.14777
C -1.30070 1.16217 -0.08783
*
```

Here are the Löwdin charges for atoms 1 to 8, given in e:
1. F 0.068
2. F 0.022
3. F 0.042
4. F 0.087
5. F 0.170
6. Cl 0.749
7. N 0.241
8. N 0.221

---

# 3
The following is a DFT calculation (wB97M-V/def2-TZVPD) of a structure of composition C5F19KN2O23S9 in a non-equilibrium geometry.

The HOMO energy is 3.853 eV. For the energy above the lowest of the compared OMol25 structures with the same formula, charge and spin, the calculation gives 0.000 eV. For the total energy, the calculation gives -220721.3420 eV.

```
! RIJCOSX wB97M-V def2-TZVPD def2/J DEFGRID3
* xyz -6 1
K -3.68670 21.41019 10.60306
N -0.60706 23.78555 7.70894
S -1.13461 25.16330 7.10483
O -1.91208 25.97311 7.97490
O -1.32872 25.29111 5.68429
F 0.35780 25.89527 7.18696
S -1.99115 22.90959 7.63690
O -2.53755 22.70614 6.34328
O -2.84646 23.06357 8.76984
F -1.29714 21.51952 7.94161
N -2.52838 15.94670 10.02265
S -3.30363 17.29024 10.72943
O -2.74191 18.51909 10.28617
O -3.82353 17.15209 12.03350
F -4.55827 17.06048 9.78047
S -1.19586 15.89596 10.85367
O -1.31689 15.43353 12.21099
O -0.15153 16.83668 10.57680
F -0.53237 14.56065 10.11056
C -1.22584 20.54823 15.11515
F -2.05324 21.54390 15.41204
F -0.09541 21.05989 14.61173
F -0.92805 19.90352 16.27562
S -2.05325 19.38807 13.89796
O -3.02319 18.73668 14.75871
O -2.64485 20.27068 12.90190
O -1.00822 18.54543 13.37309
C -5.65818 22.67624 15.48549
F -4.60104 23.35176 15.93768
F -5.43819 21.37578 15.69927
F -6.73581 22.97970 16.27289
S -6.08192 23.06292 13.70083
O -5.10778 22.29647 12.96311
O -7.45898 22.63903 13.60752
O -5.94238 24.50632 13.62320
C -1.64003 24.22153 12.64808
F -1.64780 23.54240 11.47965
F -2.89800 24.45640 13.00892
F -1.05608 23.47361 13.58234
S -0.71304 25.86111 12.52210
O 0.49116 25.53305 11.78224
O -1.63057 26.76686 11.86596
O -0.48863 26.23605 13.91499
C -7.46098 22.44527 9.81486
F -6.26512 22.54147 9.21071
F -7.60355 23.42915 10.69170
F -8.39986 22.57255 8.83744
S -7.72483 20.73442 10.59478
O -6.46204 20.40741 11.23255
O -8.90652 20.89917 11.42680
O -8.02882 19.89653 9.43926
C -5.04418 19.71194 6.97554
F -6.06018 19.14569 7.60462
F -5.43908 20.83220 6.34551
F -4.12526 20.03890 7.91382
S -4.38939 18.58620 5.59191
O -3.63511 19.50240 4.75012
O -3.61227 17.53791 6.21535
O -5.61966 18.08944 4.96690
*
```

Here are the Löwdin charges for atoms 1 to 8, given in e:
1. K 0.801
2. N -0.268
3. S 0.479
4. O -0.273
5. O -0.339
6. F -0.283
7. S 0.473
8. O -0.259

---

# 4
The following is a DFT calculation (wB97M-V/def2-TZVPD) of a structure of composition C5F21O15PS5V in a non-equilibrium geometry.

The HOMO energy (alpha / beta) is 3.341 / 0.654 eV. The expectation value of S² is 3.75. For the energy above the lowest of the compared OMol25 structures with the same formula, charge and spin, the calculation gives 0.000 eV. For the total energy, the calculation gives -182122.2281 eV.

```
! RIJCOSX wB97M-V def2-TZVPD def2/J DEFGRID3
* xyz -4 4
V -0.38902 -0.22503 -0.02720
P -2.93405 -2.02228 -0.36262
F -3.23105 -3.43927 -1.24155
F -2.08787 -2.97555 0.68125
F -1.56979 -1.76310 -1.24596
F -2.53152 -0.70216 0.50272
F -3.75380 -0.95563 -1.35633
F -4.18979 -2.22948 0.68093
C 0.33755 -2.60345 -3.42757
F 0.31227 -3.22027 -2.23498
F 0.93533 -3.46705 -4.26411
F -0.93438 -2.38575 -3.87647
S 1.25298 -1.03860 -3.18196
O 1.31481 -0.27474 -4.43246
O 0.57119 -0.38416 -2.03164
O 2.58718 -1.47097 -2.74501
C 3.28452 2.57338 1.96477
F 3.34720 1.46130 2.65595
F 2.54449 3.38797 2.78728
F 4.53549 2.94198 1.67646
S 2.40873 2.13512 0.20722
O 1.36072 1.13101 0.44860
O 1.83981 3.39749 -0.23840
O 3.60866 1.59989 -0.51591
C -1.10791 2.95658 2.98299
F -1.08161 3.52734 4.16488
F -2.21580 3.37114 2.27936
F 0.04307 3.27748 2.38409
S -1.12822 1.11017 3.15259
O -0.70033 0.57665 1.88956
O -0.16631 0.90461 4.22855
O -2.49278 0.71287 3.50044
C -1.78171 1.39099 -3.54831
F -2.87003 1.77705 -4.12223
F -1.99503 0.07004 -3.27260
F -0.76808 1.38750 -4.36891
S -1.56026 2.38616 -1.88365
O -0.41441 3.26711 -2.09402
O -2.73913 3.11689 -1.59006
O -1.36336 1.36656 -0.87211
C 2.53349 -2.22658 2.53079
F 3.31525 -3.16699 2.87916
F 2.10291 -1.56507 3.62061
F 3.13859 -1.39396 1.57893
S 0.92898 -2.98920 1.68343
O 1.34977 -4.14085 0.85330
O -0.10610 -3.33682 2.68124
O 0.45939 -1.85049 0.91886
*
```

Here are the Löwdin charges for atoms 1 to 8, given in e:
1. V 0.854
2. P 0.342
3. F -0.211
4. F -0.172
5. F -0.195
6. F -0.181
7. F -0.175
8. F -0.185

---

# 5
The following is a DFT calculation (wB97M-V/def2-TZVPD) of a cluster of 2 separate species, C5H10 in total in a non-equilibrium geometry.

The HOMO energy (alpha / beta) is -1.063 / -1.143 eV. The expectation value of S² is 0.76. For the energy above the lowest of the compared OMol25 structures with the same formula, charge and spin, the calculation gives 4.242 eV. For the total energy, the calculation gives -5340.7516 eV.

```
! RIJCOSX wB97M-V def2-TZVPD def2/J DEFGRID3
* xyz -1 2
C 1.50118 1.33098 -0.21014
C 0.22157 1.62984 -0.84352
C 0.19204 0.72476 0.43199
C -0.72327 -0.42975 0.41164
C -1.30012 -0.78027 1.78696
H 1.12015 -1.99671 -3.52674
H 1.16984 -2.04638 -2.78725
H 2.31829 0.69218 -0.54681
H -0.23946 1.07935 -1.67925
H -0.32521 2.56867 -0.71242
H 0.19724 1.24911 1.39106
H -0.22943 -1.29834 -0.04727
H -1.70182 -0.00082 2.42425
H -1.93176 -1.66812 1.84191
H -0.26922 -1.05451 2.06559
*
```

Here are the Löwdin charges for atoms 1 to 8, given in e:
1. C -0.226
2. C -0.309
3. C -0.439
4. C -0.202
5. C -0.171
6. H -0.001
7. H 0.002
8. H -0.046

---

# 6
The following is a DFT calculation (wB97M-V/def2-TZVPD) of a structure of composition C5H10 in a non-equilibrium geometry.

The HOMO energy (alpha / beta) is -0.779 / -1.790 eV. The expectation value of S² is 0.77. For the energy above the lowest of the compared OMol25 structures with the same formula, charge and spin, the calculation gives 4.113 eV. For the total energy, the calculation gives -5340.8806 eV.

```
! RIJCOSX wB97M-V def2-TZVPD def2/J DEFGRID3
* xyz -1 2
C -0.82592 1.54712 -0.76536
C -0.10561 0.27578 -0.79843
C -0.55361 -0.83601 -0.03610
C 2.80666 -0.11049 0.77859
C -1.92414 -0.95336 0.44265
H -1.17081 0.60644 -1.48436
H -1.40538 1.77455 0.12280
H -0.17505 2.44414 -1.26564
H 0.19375 -1.67075 0.35154
H 1.68233 -0.01426 0.87292
H 3.26494 -0.47116 1.79235
H 3.36113 0.72986 0.42950
H -2.70050 -0.28097 0.24130
H -2.16036 -1.66341 1.27739
H 2.72563 -0.99272 -0.06586
*
```

Here are the Löwdin charges for atoms 1 to 8, given in e:
1. C -0.228
2. C -0.388
3. C -0.357
4. C -0.109
5. C -0.131
6. H 0.068
7. H 0.018
8. H 0.074

---

# 7
The following is a DFT calculation (wB97M-V/def2-TZVPD) of a cluster of 3 separate species, C5H10 in total.

The HOMO energy is -9.429 eV. For the energy above the lowest of the compared OMol25 structures with the same formula, charge and spin, the calculation gives 4.750 eV. Its SMILES is C1=CC1.[H][H].C=C. For the total energy, the calculation gives -5342.5162 eV.

```
! RIJCOSX wB97M-V def2-TZVPD def2/J DEFGRID3
* xyz 0 1
C -0.31676 0.70667 2.12921
C -1.34181 0.16335 1.48171
C -0.61450 -0.70660 -1.68261
C 0.65018 -0.87787 -1.88381
C 0.20537 0.54911 -1.75498
H 0.09756 1.66921 1.83741
H 0.15017 0.21568 2.97999
H 1.76905 -0.52885 0.80907
H -1.76021 -0.79648 1.77557
H -1.80506 0.65864 0.63100
H -1.60281 -1.11777 -1.54264
H 1.49564 -1.53284 -2.02919
H 2.49238 -0.69209 0.73006
H 0.42718 1.10480 -0.83706
H 0.15362 1.18505 -2.64373
*
```

Here are the Löwdin charges for atoms 1 to 8, given in e:
1. C -0.109
2. C -0.093
3. C -0.087
4. C -0.090
5. C -0.182
6. H 0.049
7. H 0.047
8. H 0.014

---

# 8
The following is a DFT calculation (wB97M-V/def2-TZVPD) of the molecule C5H10 in a non-equilibrium geometry.

The HOMO energy is -9.523 eV. For the energy above the lowest of the compared OMol25 structures with the same formula, charge and spin, the calculation gives 1.753 eV. Its SMILES is C[C@@H]1C[C@H]1C. For the total energy, the calculation gives -5345.5130 eV.

```
! RIJCOSX wB97M-V def2-TZVPD def2/J DEFGRID3
* xyz 0 1
C -1.96867 -0.42109 -0.04488
C -0.55248 -0.13653 0.48823
C 0.00501 1.13237 -0.01666
C 0.61657 -0.05820 -0.51871
C 1.89401 -0.44803 0.06478
H -2.08193 -0.08011 -1.07974
H -2.72638 0.11806 0.49023
H -2.26112 -1.52653 -0.10133
H -0.25133 -0.30843 1.53858
H -0.67502 1.77107 -0.60742
H 0.63702 1.69759 0.64165
H 0.45258 -0.48210 -1.55767
H 2.17211 -1.58010 -0.14624
H 1.92029 -0.31850 1.16937
H 2.84713 0.29790 -0.18403
*
```

Here are the Löwdin charges for atoms 1 to 8, given in e:
1. C -0.080
2. C -0.281
3. C -0.166
4. C -0.379
5. C -0.134
6. H 0.070
7. H 0.056
8. H 0.091

---

# 9
The following is a DFT calculation (wB97M-V/def2-TZVPD) of a cluster of 3 separate species, C5H10 in total.

The HOMO energy is -9.312 eV. For the energy above the lowest of the compared OMol25 structures with the same formula, charge and spin, the calculation gives 4.997 eV. Its SMILES is C1=CC1.[H][H].C=C. For the total energy, the calculation gives -5342.2687 eV.

```
! RIJCOSX wB97M-V def2-TZVPD def2/J DEFGRID3
* xyz 0 1
C -1.14882 -1.70695 -0.36521
C -0.85001 -0.86699 -1.34870
C 0.92488 1.21578 -0.54074
C 1.46052 1.03984 0.62091
C 0.12313 1.71762 0.61910
H -1.96542 -1.50865 0.32532
H -0.57135 -2.61163 -0.18787
H 0.08723 -1.22030 1.46262
H -0.02968 -1.06298 -2.03476
H -1.40953 0.05292 -1.50234
H 1.00684 1.17046 -1.61285
H 2.30473 0.71768 1.20762
H 0.67687 -0.78671 1.59353
H -0.77450 1.17785 0.94864
H 0.07177 2.79383 0.79700
*
```

Here are the Löwdin charges for atoms 1 to 8, given in e:
1. C -0.132
2. C -0.113
3. C -0.110
4. C -0.126
5. C -0.179
6. H 0.054
7. H 0.051
8. H 0.058

---

# 10
The following is a DFT calculation (wB97M-V/def2-TZVPD) of the molecule C5H10 in a non-equilibrium geometry.

The HOMO energy is -9.049 eV. For the energy above the lowest of the compared OMol25 structures with the same formula, charge and spin, the calculation gives 3.803 eV. Its SMILES is CC1(C)CC1. For the total energy, the calculation gives -5343.4634 eV.

```
! RIJCOSX wB97M-V def2-TZVPD def2/J DEFGRID3
* xyz 0 1
C 0.66519 0.18091 -1.42607
C 0.01647 -0.02445 0.24547
C 1.15639 -0.05728 1.22699
C -1.29191 0.65607 0.34654
C -1.21209 -0.85204 0.24381
H -0.15414 -0.03564 -2.11238
H 1.01659 1.21632 -1.62872
H 1.51797 -0.47362 -1.75019
H 1.49527 0.01963 0.14639
H 1.40491 0.83566 1.81757
H 1.45656 -1.00421 1.69931
H -1.60843 1.10146 1.28603
H -1.54893 1.21370 -0.54468
H -1.47293 -1.44491 1.11801
H -1.42672 -1.31537 -0.70957
*
```

Here are the Löwdin charges for atoms 1 to 8, given in e:
1. C -0.035
2. C -0.486
3. C -0.043
4. C -0.108
5. C -0.105
6. H 0.048
7. H 0.070
8. H 0.074